Entry 1:
{
  "formula": "C9H11N3",
  "method": "ωB97M-V/def2-TZVPD",
  "elements": ["C", "C", "C", "C", "C", "C", "C", "N", "C", "N", "N", "C", "H", "H", "H", "H", "H", "H", "H", "H", "H", "H", "H"],
  "positions_angstrom": [[1.420057, 2.463970, 0.139855], [1.377504, 0.968551, -0.299727], [2.549365, 0.272807, -0.099789], [2.593660, -1.092745, 0.092551], [1.382305, -1.874459, -0.098004], [0.239175, -1.224677, -0.049433], [0.173341, 0.193078, -0.208116], [-0.965455, 0.935477, -0.132352], [-2.141126, 0.323801, -0.058405], [-3.379969, 1.037845, -0.141413], [-2.248999, -1.075049, 0.152021], [-1.157317, -1.932961, -0.115796], [2.320305, 2.913772, -0.220691], [0.630437, 3.052950, -0.401270], [1.464550, 2.608370, 1.224905], [3.507525, 0.832032, -0.180654], [3.593927, -1.631607, 0.090549], [1.383127, -2.982524, -0.173748], [-4.260547, 0.710980, -0.502343], [-3.298654, 1.934383, 0.333255], [-2.614825, -1.299104, 1.081125], [-1.182261, -2.740445, 0.679306], [-1.386132, -2.394448, -1.111815]],
  "forces_ev_per_angstrom": [[-1.060, -0.198, -2.155], [-1.481, 0.047, 2.617], [1.799, -0.357, -0.419], [0.368, -2.140, -1.850], [3.923, -0.869, 1.270], [-4.536, 1.781, -1.746], [2.382, 0.482, 1.051], [-4.618, -0.218, -0.858], [0.996, 0.240, -0.077], [2.764, -0.016, 1.241], [-1.686, 1.499, 1.104], [1.812, -1.422, -0.197], [0.930, 0.097, -0.316], [0.366, -0.554, 1.132], [-0.630, -0.273, -0.222], [-0.693, -0.422, 0.473], [-1.403, 0.784, 0.188], [0.272, 0.833, 0.302], [0.420, -0.381, 0.304], [-0.465, -0.248, -0.709], [-0.420, 0.624, -0.648], [0.111, 0.654, -1.143], [0.851, 0.058, 0.656]],
  "gap_ev": 8.17,
  "e_above_lowest_kj_mol": 169.26,
  "e_lumo_ev": 0.7,
  "homo_energy_ev": -7.444,
  "max_force_ev_per_a": 5.18
}

***

Entry 2:
{
  "formula": "C3H2Cl4F2",
  "method": "ωB97M-V/def2-TZVPD",
  "elements": ["F", "C", "F", "Cl", "C", "C", "Cl", "Cl", "Cl", "H", "H"],
  "positions_angstrom": [[-2.074404, 0.289769, -0.167404], [-0.997004, -0.144283, -0.856857], [-1.284668, 0.206950, -2.099545], [-1.041429, -1.905887, -1.070160], [0.252846, 0.471479, -0.361578], [0.840083, -0.047283, 1.003465], [-0.331642, 0.247416, 2.346930], [2.254044, 0.907959, 1.497846], [1.330544, -1.854994, 1.102444], [1.085569, 0.339870, -1.090192], [-0.033938, 1.489004, -0.304948]],
  "forces_ev_per_angstrom": [[0.277, -0.313, 0.736], [-1.757, -1.739, -0.500], [0.549, 1.797, -1.630], [0.083, -0.567, 0.943], [2.268, -1.624, 0.444], [-0.581, -0.302, 0.991], [-0.055, -0.372, -0.551], [0.104, -0.124, -0.756], [-0.387, 1.840, -0.435], [-0.804, 0.105, 0.264], [0.304, 1.297, 0.494]],
  "gap_ev": 11.36,
  "e_lumo_ev": 0.3,
  "homo_energy_ev": -11.098,
  "max_force_ev_per_a": 2.82
}